[1]
# C32H24CdCl2N8O3S2

A structure of composition C32H24CdCl2N8O3S2 (ωB97M-V/def2-TZVPD, the OMol25 dataset).

Atoms and positions in Å:
Cd -0.20 -0.04 -0.11
Cl -1.93 4.62 4.60
C -1.62 3.07 3.86
C -1.83 2.94 2.49
C -1.56 1.74 1.85
N -1.64 1.54 0.46
C -2.43 2.20 -0.36
O -3.20 3.14 -0.14
C -2.32 1.71 -1.81
C -3.08 2.36 -2.78
C -2.99 1.95 -4.09
C -2.15 0.89 -4.41
C -1.43 0.30 -3.39
N -1.51 0.70 -2.12
C -1.10 0.63 2.62
C -0.92 0.78 3.99
C -1.16 2.00 4.60
Cl -0.88 2.13 6.31
N -0.83 -0.54 1.89
C -0.91 -1.78 2.36
O -1.07 -2.19 3.51
C -0.85 -2.83 1.24
C -1.17 -4.14 1.57
C -1.16 -5.10 0.58
C -0.84 -4.74 -0.72
C -0.52 -3.42 -0.96
N -0.53 -2.48 -0.01
H -2.22 3.77 1.93
H -3.72 3.17 -2.46
H -3.57 2.44 -4.87
H -2.06 0.53 -5.43
H -0.76 -0.53 -3.60
H -0.59 -0.07 4.57
H -1.41 -4.35 2.60
H -1.42 -6.13 0.82
H -0.81 -5.47 -1.52
H -0.26 -3.10 -1.96
C 0.35 3.92 -0.65
C 1.17 3.27 0.42
N 1.50 2.01 0.48
C 2.29 1.75 1.58
C 2.51 2.82 2.39
S 1.78 4.21 1.72
C 2.81 0.40 1.85
C 3.92 0.14 2.59
S 4.13 -1.54 2.75
C 2.72 -1.81 1.79
N 2.15 -0.72 1.38
C 2.25 -3.21 1.51
H 0.17 3.23 -1.47
H 0.86 4.81 -1.03
H -0.62 4.23 -0.26
H 3.02 2.84 3.34
H 4.61 0.85 3.03
H 2.85 -3.93 2.08
H 2.33 -3.46 0.45
H 1.21 -3.32 1.82
N 5.17 -3.09 -3.20
C 3.99 -2.94 -2.54
O 3.48 -3.86 -1.92
C 3.33 -1.59 -2.60
C 3.75 -0.54 -3.40
C 3.04 0.65 -3.37
C 1.94 0.75 -2.54
N 1.54 -0.25 -1.76
C 2.22 -1.39 -1.79
H 5.60 -4.00 -3.19
H 5.59 -2.37 -3.75
H 4.60 -0.62 -4.06
H 3.33 1.49 -3.99
H 1.37 1.67 -2.48
H 1.89 -2.19 -1.14

max |F|: 0.019 hartree/bohr
net charge: 0
highest occupied orbital energy: -6.9 eV
calculated total energy: -102920.4150 eV
orbital gap: 6.347 eV
ΔE to the lowest compared entry with this formula, charge and spin: 0.248 eV
LUMO energy: -0.019 Ha

Löwdin population analysis, charges in e, atoms 1 to 6: Cd 1.416; Cl 0.643; C -0.691; C -0.058; C -0.225; N -0.013

=====

[2]
# C3H4NiO3

A structure of composition C3H4NiO3 (ωB97M-V/def2-TZVPD, the OMol25 dataset).

Atoms and positions in Å:
O 1.99 0.09 1.90
C 1.49 1.09 1.23
O 2.17 2.00 0.74
C -1.03 -1.25 -1.02
C -0.94 0.08 -1.24
O 0.18 1.01 1.06
Ni 0.20 -0.62 2.19
H -1.99 -1.70 -0.74
H -0.22 -1.93 -1.31
H -1.80 0.73 -1.10
H -0.05 0.51 -1.71

max |F|: 0.049 hartree/bohr
net charge: -1
⟨S²⟩: 3.75
highest occupied orbital energy (alpha / beta): -2.8 / -4.7 eV
spin multiplicity: 4
calculated total energy: -50360.4630 eV
orbital gap (alpha / beta): 6.906 / 7.811 eV
ΔE to the lowest compared entry with this formula, charge and spin: 0.000 eV
LUMO energy (alpha / beta): 0.152 / 0.113 Ha

Löwdin population analysis, charges in e, atoms 1 to 6: O -0.230; C -0.949; O -0.052; C -0.130; C -0.094; O -0.254